No. 1
H6O3Tl as an isolated structure in a non-equilibrium geometry. Source: the Open Molecules 2025 dataset; level of theory: ωB97M-V/def2-TZVPD.

Structure (XYZ):
```
10
Properties=species:S:1:pos:R:3:forces:R:3:lowdin_charge:R:1
Tl -0.1000 1.3614 3.7515 -0.0126 0.1912 0.4964 0.999
O -2.8419 -1.2726 0.0126 0.7949 0.9320 0.6994 0.371
H -2.8395 -2.2233 0.1238 -0.0035 -1.5423 0.3741 0.142
H -3.3914 -1.1223 -0.7565 -0.9896 0.4624 -1.2154 0.144
O 0.1553 3.2586 -1.2296 0.2098 -0.5397 1.2999 0.387
H 0.3758 2.7414 -2.0043 0.5348 -0.8556 -1.1824 0.141
H -0.2832 4.0354 -1.5765 -0.7276 1.5360 -0.3643 0.149
O 2.7859 -1.9503 0.7054 -0.8301 1.0890 0.4248 0.380
H 3.7175 -2.1568 0.7815 1.6934 -0.1511 0.2787 0.148
H 2.4215 -2.6713 0.1920 -0.6696 -1.1221 -0.8112 0.140
```
Positions in Å, forces in eV/Å.

Results
total charge = +3
multiplicity = 1
F_max = 1.74 eV/A

---

No. 2
One molecule with the formula C6H10FI in a non-equilibrium geometry. Source: the Open Molecules 2025 dataset; level of theory: ωB97M-V/def2-TZVPD.

Structure (XYZ):
```
18
Properties=species:S:1:pos:R:3:forces:R:3:lowdin_charge:R:1
C 0.8947 1.1235 1.6652 -0.9649 0.2964 -0.1800 -0.603
C -1.5661 0.5290 -0.9385 2.6000 1.3385 0.9364 0.002
C 0.7217 0.8642 0.1872 -0.0080 1.7093 -0.0304 -0.299
C -0.5610 -1.3317 0.5431 3.3885 0.1521 -2.7853 -0.046
C 0.1643 -0.5239 -1.8610 -1.8295 0.9304 -0.1399 -0.026
C -0.2572 -0.1833 -0.4012 -0.3320 1.5312 0.2478 -0.538
F -2.4392 -0.3812 -1.1063 -1.8609 -1.5327 0.1338 0.044
I -1.0005 1.6999 2.6039 0.7608 0.0531 -0.1031 0.735
H 1.6919 1.8687 1.7493 -0.6968 0.3250 0.4276 0.061
H 1.8139 0.8985 -0.0122 -0.5168 -1.1423 -1.2212 0.122
H 0.3762 1.8307 -0.2185 0.1425 -0.2039 -0.1679 0.102
H 1.2440 0.2694 2.1805 0.0902 -0.9912 0.7495 0.026
H -0.6755 -1.0398 1.5005 -1.3319 1.1063 3.0391 -0.001
H 0.3401 -1.9181 0.6081 0.6678 -0.5440 -0.1277 0.094
H -1.2486 -1.9594 0.1207 -2.2281 -1.5107 -0.5185 0.057
H -0.7853 -0.3038 -2.4842 1.8102 -0.3449 0.0426 0.092
H 0.3222 -1.5782 -1.9197 0.4908 -0.6402 -0.3419 0.082
H 0.9646 0.1356 -2.2170 -0.1820 -0.5325 0.0391 0.093
```
Positions in Å, forces in eV/Å.

Results
multiplicity = 1
F_max = 4.39 eV/A

---

Record order is preserved below.
ΔE to the lowest compared entry with this formula, charge and spin: 25.74 59.08 kcal per mole
Record order is preserved below.
Kohn-Sham gap: 2.39 9.26 eV
Record order is preserved below.
E_HOMO: -23.686 -8.737 eV